# C39H51AsClIN7O3PTi

A structure of composition C39H51AsClIN7O3PTi (ωB97M-V with the def2-TZVPD basis set, OMol25).

**Charge**: 0
**Frontier orbital gap (alpha / beta)**: 6.686 / 7.259 eV
**Maximum force**: 0.66 eV/A
**Energy relative to the best compared isomer or geometry (same formula, charge and spin)**: 0.174 eV
**2S+1**: 3
**Expectation value of S²**: 2.01
**E_HOMO (alpha / beta)**: -6.697 / -7.845 eV

Cartesian coordinates (Å):
Ti  1.61  -0.75  0.48
N  1.98  0.62  4.44
C  1.92  0.50  3.12
O  1.65  -0.60  2.61
C  2.17  1.72  2.28
C  2.11  1.40  0.78
H  1.86  -0.20  5.01
H  2.36  1.45  4.86
H  3.15  2.09  2.58
H  1.46  2.49  2.59
H  3.10  1.55  0.34
H  1.44  2.11  0.27
C  3.61  -4.43  1.05
N  2.89  -4.02  -0.16
C  1.94  -5.08  -0.50
N  2.61  -6.37  -0.73
C  3.34  -6.72  0.50
N  4.32  -5.70  0.87
C  5.26  -5.53  -0.24
N  4.58  -5.15  -1.49
C  3.86  -3.90  -1.24
C  3.59  -6.19  -1.80
H  2.89  -4.53  1.87
H  4.33  -3.66  1.32
H  1.40  -4.80  -1.40
H  1.22  -5.19  0.31
H  3.86  -7.67  0.34
H  2.63  -6.84  1.31
H  5.79  -6.47  -0.40
H  5.98  -4.76  0.02
H  3.33  -3.62  -2.16
H  4.58  -3.12  -0.99
H  4.11  -7.14  -1.97
H  3.07  -5.91  -2.72
C  -1.18  2.22  0.41
C  -2.61  2.72  0.57
As  -2.75  4.64  0.13
C  -4.70  4.76  0.28
C  -5.23  5.57  1.28
C  -6.61  5.66  1.45
C  -7.46  4.94  0.62
C  -6.93  4.14  -0.38
C  -5.56  4.05  -0.55
C  -2.63  4.50  -1.82
C  -2.70  3.31  -2.53
C  -2.61  3.30  -3.92
C  -2.46  4.48  -4.61
C  -2.38  5.68  -3.92
C  -2.46  5.69  -2.53
P  -0.92  0.40  0.64
C  -1.62  0.10  2.29
C  -1.48  1.10  3.26
C  -1.87  0.88  4.57
C  -2.41  -0.35  4.94
C  -2.54  -1.35  3.98
C  -2.14  -1.13  2.67
C  -2.12  -0.18  -0.60
C  -1.68  -0.13  -1.93
C  -2.52  -0.49  -2.97
C  -3.82  -0.91  -2.70
C  -4.27  -0.96  -1.39
C  -3.43  -0.59  -0.35
H  -0.49  2.77  1.05
H  -0.83  2.41  -0.62
H  -2.95  2.62  1.60
H  -3.30  2.15  -0.05
H  -4.57  6.13  1.93
H  -7.01  6.29  2.23
H  -8.53  5.02  0.75
H  -7.60  3.58  -1.03
H  -5.16  3.42  -1.34
H  -2.82  2.36  -2.01
H  -2.68  2.35  -4.45
H  -2.40  4.48  -5.70
H  -2.26  6.62  -4.45
H  -2.39  6.63  -2.00
H  -1.06  2.06  3.00
H  -1.75  1.66  5.31
H  -2.71  -0.53  5.96
H  -2.94  -2.32  4.26
H  -2.21  -1.94  1.95
H  -0.67  0.20  -2.14
H  -2.16  -0.45  -3.99
H  -4.48  -1.20  -3.51
H  -5.28  -1.27  -1.18
H  -3.81  -0.61  0.67
Cl  -0.01  -2.57  0.49
C  1.65  -0.82  -3.94
C  1.98  -0.12  -2.66
N  2.60  1.06  -2.71
O  1.70  -0.63  -1.57
H  1.52  -0.13  -4.77
H  0.75  -1.41  -3.79
H  2.47  -1.50  -4.18
H  2.79  1.52  -3.58
H  2.80  1.53  -1.84
N  5.89  -0.88  0.40
C  4.74  -1.05  1.12
O  3.65  -1.03  0.47
C  4.84  -1.26  2.51
I  5.66  1.28  3.40
H  5.77  -0.50  -0.52
H  6.69  -0.53  0.91
H  5.76  -1.60  2.94
H  3.92  -1.42  3.05

***

# C37H40F3MgN7PS4

A structure of composition C37H40F3MgN7PS4 (ωB97M-V with the def2-TZVPD basis set, OMol25).

**Charge**: -1
**Frontier orbital gap**: 6.598 eV
**Maximum force**: 0.82 eV/A
**Energy relative to the best compared isomer or geometry (same formula, charge and spin)**: 1.955 eV
**E_HOMO**: -4.305 eV

Cartesian coordinates (Å):
Mg  0.51  0.06  -0.12
F  -5.74  0.52  3.45
C  -5.01  0.21  2.35
F  -5.73  -0.74  1.68
F  -5.01  1.30  1.57
C  -3.66  -0.32  2.72
C  -3.65  -1.54  3.39
C  -2.45  -2.15  3.72
C  -1.28  -1.53  3.28
N  -1.27  -0.38  2.62
C  -2.42  0.27  2.38
S  -2.26  1.83  1.62
H  -4.59  -2.00  3.66
H  -2.42  -3.08  4.25
H  -0.31  -1.97  3.46
C  -1.12  -2.83  -0.02
N  -0.12  -2.50  -1.04
C  0.90  -3.55  -1.06
C  -0.73  -2.39  -2.36
C  -1.79  -1.31  -2.44
N  -1.31  0.00  -2.02
C  -0.60  0.65  -3.12
C  -2.45  0.83  -1.65
H  -1.71  -3.72  -0.31
H  -1.80  -1.99  0.14
H  -0.61  -3.03  0.91
H  0.45  -4.53  -1.24
H  1.42  -3.56  -0.11
H  1.63  -3.35  -1.85
H  -1.20  -3.35  -2.64
H  0.07  -2.18  -3.08
H  -2.65  -1.59  -1.82
H  -2.15  -1.27  -3.48
H  -1.27  0.78  -3.99
H  0.26  0.07  -3.43
H  -0.25  1.63  -2.80
H  -3.16  0.94  -2.48
H  -2.11  1.82  -1.35
H  -2.98  0.38  -0.81
S  -0.29  2.04  1.28
C  1.53  3.34  -0.84
N  1.15  4.52  -0.91
N  0.66  5.23  0.18
C  1.35  6.33  0.63
C  1.02  6.89  1.87
C  1.67  8.02  2.33
C  2.66  8.63  1.56
C  2.99  8.08  0.33
C  2.34  6.95  -0.14
N  2.18  2.34  -1.01
N  1.85  1.02  -1.29
C  2.67  0.47  -2.23
C  3.63  1.19  -2.97
C  4.37  0.58  -3.96
C  4.18  -0.77  -4.28
C  3.24  -1.49  -3.56
C  2.51  -0.90  -2.55
H  0.23  4.64  0.89
H  0.25  6.41  2.47
H  1.41  8.43  3.29
H  3.18  9.50  1.93
H  3.76  8.54  -0.28
H  2.60  6.52  -1.10
H  3.79  2.24  -2.73
H  5.11  1.16  -4.51
H  4.75  -1.24  -5.07
H  3.08  -2.54  -3.79
H  1.80  -1.46  -1.95
S  1.93  0.70  4.03
P  2.60  -0.88  3.11
S  1.79  -1.54  1.37
C  4.42  -0.79  2.84
C  5.20  -0.12  3.78
C  6.57  -0.05  3.62
C  7.18  -0.62  2.51
C  6.40  -1.27  1.56
C  5.02  -1.36  1.72
C  2.51  -2.36  4.23
C  2.55  -2.15  5.61
C  2.47  -3.23  6.48
C  2.34  -4.52  5.98
C  2.29  -4.73  4.61
C  2.38  -3.65  3.74
H  4.72  0.34  4.63
H  7.18  0.47  4.35
H  8.25  -0.56  2.38
H  6.86  -1.71  0.68
H  4.41  -1.85  0.98
H  2.63  -1.14  5.98
H  2.50  -3.06  7.55
H  2.26  -5.36  6.66
H  2.18  -5.73  4.22
H  2.35  -3.81  2.67

***

# C4H11INO2

A cluster of 2 separate species, C4H11INO2 in total at a distorted geometry (ωB97M-V with the def2-TZVPD basis set, OMol25).

**Charge**: +1
**Frontier orbital gap**: 8.686 eV
**Maximum force**: 4.79 eV/A
**Energy relative to the best compared isomer or geometry (same formula, charge and spin)**: 3.987 eV
**E_HOMO**: -12.829 eV

Cartesian coordinates (Å):
C  0.34  0.22  -2.20
C  -0.36  1.76  -0.56
C  -1.39  -1.19  2.03
C  -0.81  -0.47  -0.08
N  -0.55  0.42  -1.01
O  -1.07  -0.13  1.13
O  1.64  -0.71  0.42
I  2.97  -1.16  1.73
H  1.36  0.58  -2.09
H  0.28  -0.86  -2.48
H  -0.17  0.71  -3.06
H  0.18  2.44  -1.19
H  -1.33  2.41  -0.44
H  0.17  1.88  0.37
H  -0.54  -1.57  2.65
H  -1.94  -1.82  1.40
H  -2.01  -0.78  2.93
H  -0.86  -1.55  -0.52
H  4.10  -0.20  0.99

***

# C5H7O2S

A cluster of 2 separate species, C5H7O2S in total at a distorted geometry (ωB97M-V with the def2-TZVPD basis set, OMol25).

**Charge**: -1
**Frontier orbital gap (alpha / beta)**: 4.512 / 7.940 eV
**Maximum force**: 3.41 eV/A
**Energy relative to the best compared isomer or geometry (same formula, charge and spin)**: 4.201 eV
**E_HOMO (alpha / beta)**: -2.110 / -4.171 eV

Cartesian coordinates (Å):
C  2.25  -2.82  0.28
C  1.81  -1.67  0.03
C  0.14  1.75  -0.01
C  0.20  0.23  0.47
C  1.00  -0.63  -0.37
O  -3.21  1.64  0.06
O  -3.44  -0.62  -1.01
S  -2.95  0.16  0.18
H  3.18  -3.25  0.58
H  -0.85  2.09  0.23
H  0.18  1.83  -1.17
H  1.18  2.00  0.42
H  -0.88  -0.13  0.30
H  0.45  0.01  1.46
H  0.94  -0.60  -1.44

***

# C28H29N3O8S4V

A structure of composition C28H29N3O8S4V at a distorted geometry (ωB97M-V with the def2-TZVPD basis set, OMol25).

**Charge**: -2
**Frontier orbital gap (alpha / beta)**: 3.942 / 6.579 eV
**Maximum force**: 1.81 eV/A
**Energy relative to the best compared isomer or geometry (same formula, charge and spin)**: 0.065 eV
**2S+1**: 4
**Expectation value of S²**: 3.79
**E_HOMO (alpha / beta)**: 0.006 / -2.632 eV

Cartesian coordinates (Å):
V  9.92  8.28  10.25
S  9.22  12.59  10.68
C  9.36  10.98  10.40
S  9.41  9.90  11.85
S  9.61  10.25  8.87
C  9.04  5.63  13.51
C  9.00  6.36  12.21
N  10.11  6.67  11.64
O  11.26  6.34  12.34
C  7.75  6.74  11.58
C  6.37  6.36  12.14
N  7.84  7.57  10.54
O  6.79  7.98  9.89
H  9.76  6.17  14.09
H  9.47  4.65  13.34
H  8.11  5.58  14.04
H  11.94  6.20  11.56
H  6.19  5.27  12.27
H  5.60  6.81  11.48
H  6.21  6.75  13.13
O  14.53  9.81  11.60
S  13.63  8.96  12.41
C  14.64  8.27  13.74
C  15.91  8.80  13.92
C  16.83  8.17  14.77
C  16.45  7.02  15.45
C  15.18  6.47  15.24
C  14.29  7.08  14.36
C  12.67  10.07  13.46
C  12.54  11.38  13.08
C  11.67  12.25  13.73
C  10.94  11.79  14.82
C  11.07  10.47  15.21
C  11.90  9.58  14.52
H  16.16  9.63  13.26
H  17.85  8.54  14.80
H  17.13  6.51  16.13
H  14.91  5.57  15.74
H  13.28  6.68  14.17
H  13.12  11.75  12.25
H  11.56  13.24  13.34
H  10.19  12.41  15.30
H  10.50  10.09  16.05
H  11.98  8.53  14.88
O  12.60  6.09  10.19
C  12.60  7.17  9.56
O  11.78  8.12  9.80
C  13.58  7.32  8.43
C  14.31  6.19  8.09
C  15.26  6.24  7.10
C  15.52  7.43  6.45
C  14.79  8.60  6.77
C  13.78  8.54  7.77
N  15.09  9.78  6.08
O  14.54  10.87  6.45
O  15.98  9.72  5.13
H  14.19  5.25  8.61
H  15.82  5.36  6.81
H  16.19  7.55  5.64
H  13.23  9.48  7.96
C  8.73  7.33  6.26
C  7.89  6.27  7.03
C  8.81  5.83  8.17
O  9.59  7.00  8.41
C  9.97  7.53  7.13
H  8.19  8.24  6.11
H  9.05  7.02  5.25
H  7.61  5.45  6.35
H  6.98  6.70  7.45
H  9.49  5.03  7.87
H  8.26  5.57  9.06
H  10.84  6.98  6.77
H  10.26  8.55  7.27

***

# C29H23BF4MgN5O3

A structure of composition C29H23BF4MgN5O3 (ωB97M-V with the def2-TZVPD basis set, OMol25).

**Charge**: -1
**Frontier orbital gap**: 7.081 eV
**Maximum force**: 0.37 eV/A
**E_HOMO**: -4.877 eV

Cartesian coordinates (Å):
Mg  -0.04  0.31  -0.18
O  -0.18  -2.38  -3.43
C  -0.31  -1.75  -2.37
N  0.53  -0.91  -1.80
C  1.76  -0.66  -2.48
C  2.23  0.75  -2.21
C  3.22  1.35  -2.99
C  3.59  2.65  -2.74
C  2.95  3.35  -1.71
C  1.99  2.68  -0.98
N  1.65  1.41  -1.21
C  -1.60  -1.92  -1.58
C  -2.53  -2.87  -1.99
C  -3.68  -3.05  -1.24
C  -3.86  -2.28  -0.10
C  -2.88  -1.36  0.23
N  -1.78  -1.17  -0.49
H  1.69  -0.82  -3.56
H  2.55  -1.34  -2.12
H  3.68  0.78  -3.79
H  4.35  3.13  -3.33
H  3.19  4.38  -1.48
H  1.46  3.16  -0.16
H  -2.30  -3.43  -2.89
H  -4.42  -3.78  -1.54
H  -4.74  -2.39  0.52
H  -2.98  -0.74  1.12
C  2.93  1.27  1.84
O  1.51  1.38  1.75
C  0.81  1.40  2.92
C  1.41  1.44  4.18
C  0.61  1.47  5.31
C  -0.77  1.45  5.21
C  -1.36  1.42  3.96
C  -0.58  1.40  2.81
N  -1.13  1.38  1.48
N  -2.33  1.80  1.46
C  -3.01  1.94  0.29
C  -2.39  1.95  -0.99
O  -1.17  1.70  -1.18
C  -3.22  2.30  -2.13
C  -4.54  2.55  -1.99
C  -5.19  2.51  -0.71
C  -6.57  2.77  -0.60
C  -7.19  2.74  0.63
C  -6.42  2.46  1.77
C  -5.08  2.21  1.68
C  -4.42  2.23  0.43
H  3.35  2.19  2.23
H  3.20  0.41  2.45
H  3.27  1.09  0.83
H  2.48  1.43  4.27
H  1.09  1.48  6.29
H  -1.38  1.45  6.10
H  -2.44  1.41  3.85
H  -2.73  2.31  -3.09
H  -5.14  2.77  -2.87
H  -7.13  2.98  -1.50
H  -8.25  2.94  0.71
H  -6.90  2.44  2.74
H  -4.50  1.99  2.56
F  2.67  -1.42  0.59
B  1.68  -1.87  1.48
F  2.04  -1.57  2.79
F  1.40  -3.21  1.31
F  0.47  -1.10  1.17

***

# C3H2N3O

A structure of composition C3H2N3O at a distorted geometry (ωB97M-V with the def2-TZVPD basis set, OMol25).

**Charge**: +1
**Frontier orbital gap (alpha / beta)**: 10.980 / 7.987 eV
**Maximum force**: 8.22 eV/A
**Energy relative to the best compared isomer or geometry (same formula, charge and spin)**: 0.000 eV
**2S+1**: 3
**Expectation value of S²**: 2.01
**E_HOMO (alpha / beta)**: -16.747 / -17.644 eV

Cartesian coordinates (Å):
C  0.28  0.14  0.24
C  -0.28  -1.15  0.25
C  1.59  -1.27  -0.23
N  5.02  0.55  0.41
N  1.59  -0.04  -0.11
N  4.77  -0.11  -0.41
O  0.68  -2.05  0.11
H  0.03  1.24  0.43
H  -1.21  -1.59  0.47

***

# C10H19Ag3NO4Zn2

A structure of composition C10H19Ag3NO4Zn2 at a distorted geometry (ωB97M-V with the def2-TZVPD basis set, OMol25).

**Charge**: +5
**Frontier orbital gap**: 1.725 eV
**Maximum force**: 6.31 eV/A
**E_HOMO**: -20.635 eV

Cartesian coordinates (Å):
Zn  3.74  4.70  3.56
Zn  6.57  6.17  -0.84
Ag  1.65  5.16  -1.10
Ag  5.05  3.20  -3.39
Ag  7.53  2.17  2.45
C  4.13  3.11  0.60
O  3.54  2.64  -0.37
O  4.39  4.40  0.67
O  4.15  2.56  1.66
C  -0.11  -1.13  -1.86
C  -1.49  -0.70  -1.32
C  -2.45  -1.90  -1.47
C  -2.67  -2.79  -0.32
C  -2.59  -2.06  0.99
C  -1.29  -1.14  1.16
N  -1.35  -0.15  0.08
O  -0.37  0.94  0.28
C  -1.31  -0.52  2.57
C  -0.01  -2.00  1.13
C  -1.99  0.54  -2.09
H  0.02  -1.14  -2.94
H  0.17  -2.07  -1.39
H  0.69  -0.58  -1.37
H  -3.44  -1.64  -1.85
H  -2.11  -2.56  -2.27
H  -1.80  -3.44  -0.31
H  -3.55  -3.41  -0.47
H  -2.70  -2.63  1.91
H  -3.46  -1.40  0.87
H  -1.78  -1.08  3.38
H  -0.30  -0.24  2.86
H  -1.73  0.48  2.55
H  0.06  -2.88  0.50
H  0.90  -1.54  0.76
H  0.12  -2.32  2.16
H  -2.84  1.08  -1.68
H  -2.51  0.25  -3.00
H  -1.32  1.40  -2.11
H  0.44  0.53  -0.01

***

# C5H8N

The ion C5H8N with charge +1 at a distorted geometry (ωB97M-V with the def2-TZVPD basis set, OMol25).

**Charge**: +1
**Frontier orbital gap**: 11.178 eV
**Maximum force**: 3.91 eV/A
**Structure (SMILES)**: C#CC[NH+]1CC1
**Energy relative to the best compared isomer or geometry (same formula, charge and spin)**: 4.765 eV
**E_HOMO**: -14.466 eV

Cartesian coordinates (Å):
C  -3.20  -1.14  0.15
C  -1.98  -1.11  0.10
C  1.59  0.67  -0.03
C  0.30  1.25  -0.40
C  -0.29  -1.30  0.02
N  0.31  0.09  0.56
H  -4.21  -1.04  0.47
H  2.03  -0.03  -0.68
H  2.40  1.12  0.54
H  0.05  2.14  0.02
H  0.22  1.03  -1.48
H  -0.03  -1.60  -1.07
H  0.00  -2.07  0.72
H  -0.02  0.34  1.50

***

# C4H9NO2

A cluster of 2 separate species, C4H9NO2 in total (ωB97M-V with the def2-TZVPD basis set, OMol25).

**Charge**: 0
**Frontier orbital gap**: 10.545 eV
**Maximum force**: 0.31 eV/A
**Structure (SMILES)**: NCC=O.CC=O
**Energy relative to the best compared isomer or geometry (same formula, charge and spin)**: 1.931 eV
**E_HOMO**: -9.568 eV

Cartesian coordinates (Å):
O  -1.43  -0.30  -1.58
C  -0.45  0.39  -1.45
C  -0.50  1.80  -0.90
N  0.84  2.26  -0.58
H  0.55  0.05  -1.76
H  -0.89  2.38  -1.74
H  -1.23  1.82  -0.08
H  0.82  3.20  -0.21
H  1.24  1.66  0.13
O  1.07  -0.47  1.02
C  0.13  -1.16  1.32
C  0.26  -2.52  1.92
H  -0.90  -0.81  1.13
H  -0.31  -2.60  2.85
H  1.30  -2.75  2.13
H  -0.16  -3.24  1.21

***

# C6H15NO

A cluster of 2 separate species, C6H15NO in total at a distorted geometry (ωB97M-V with the def2-TZVPD basis set, OMol25).

**Charge**: 0
**Frontier orbital gap**: 10.503 eV
**Maximum force**: 3.29 eV/A
**Structure (SMILES)**: CCC(N)=O.CCC
**Energy relative to the best compared isomer or geometry (same formula, charge and spin)**: 1.210 eV
**E_HOMO**: -9.673 eV

Cartesian coordinates (Å):
C  -1.54  0.78  1.75
C  -2.25  1.28  0.47
C  -1.88  -0.67  1.81
O  -3.01  -1.14  1.90
N  -0.88  -1.61  1.77
H  -0.51  1.10  1.75
H  -1.95  1.31  2.63
H  -1.81  2.24  0.18
H  -1.03  -2.60  1.76
H  0.09  -1.33  1.69
H  -3.32  1.40  0.59
H  -2.11  0.69  -0.42
C  2.13  -0.23  -1.80
C  2.17  1.15  -1.12
C  1.24  -1.32  -1.29
H  1.95  0.03  -2.86
H  3.17  -0.56  -2.02
H  2.84  1.85  -1.65
H  2.29  1.09  -0.07
H  1.57  -1.60  -0.29
H  0.18  -1.16  -1.45
H  1.23  1.59  -1.52
H  1.43  -2.28  -1.80